Record 1
The following is a quantum chemistry calculation of a molecular structure, C27H56Br4F6N6O8RbS2 at a distorted geometry, from the OMol25 dataset.

Structure (XYZ):
```
110
Properties=species:S:1:pos:R:3
Rb -3.60881 -5.43897 0.46480
Br 3.33303 -1.59169 -7.94306
Br 3.41774 1.64920 -4.50654
Br -10.57575 2.64519 -2.35331
Br -7.29444 4.90659 -4.95330
S 0.41677 -3.19089 -0.86494
S -1.24547 -1.29494 -1.41685
F 2.28055 -3.70475 0.85294
F -3.22450 -0.55180 0.20058
F 0.89418 -2.09056 1.47250
F 0.29503 -4.15330 1.68169
F -3.15636 0.46546 -1.71109
F -3.93045 -1.63657 -1.62712
O 3.53242 -6.85501 9.32610
O 1.42596 -2.40981 -1.55349
O 1.76028 7.61170 0.36412
O -1.22818 -1.61308 -2.84790
O 4.90805 3.34300 4.30441
O 0.23074 -4.55494 -1.31565
O -0.39457 -0.14956 -1.04772
O -7.30954 -3.47698 2.35438
N -9.29257 -2.53539 2.29615
N 6.43779 2.82729 1.79759
N 0.00247 7.21246 -0.99555
N -1.11834 -2.47259 -0.57176
N -4.17657 -4.27026 -6.58674
N 1.59376 -6.59150 8.14959
C 7.05554 4.19345 1.27309
C 1.00794 -3.32006 0.91395
C 7.29777 2.40056 2.98455
C -1.77627 -4.55120 -7.49246
C -9.05322 3.87501 -2.87858
C 6.41467 0.34771 0.81767
C -8.88415 -1.54679 1.27837
C -1.91539 -7.18557 -7.40961
C 0.80469 8.04074 -0.33916
C -10.57054 -2.20424 2.84222
C -1.17478 7.77921 -1.74420
C -3.10419 -4.44016 -6.93255
C -8.43340 -3.48975 2.76120
C -1.11461 -5.86992 -7.04415
C 2.94987 -0.40749 -6.36752
C 0.13932 5.78254 -1.04572
C 4.87150 2.93895 2.01614
C 4.38768 3.84236 3.08925
C 6.42002 4.80679 0.00127
C 0.96086 -6.27784 6.84601
C -3.02174 -0.76060 -1.09586
C 2.91748 -6.73814 8.22987
C 6.71458 1.84842 0.61904
C -9.01103 4.20998 -4.34943
C 4.77905 4.14197 5.51026
C 0.71681 -6.60156 9.34971
C 3.77271 0.82124 -6.29807
H 4.81806 0.51248 -6.29904
H -0.99696 -5.87616 -5.96054
H -1.36560 8.85216 -1.76598
H 6.81423 4.36830 -0.91547
H -2.51734 -6.89881 -8.27190
H 6.89922 4.87691 2.10768
H 3.03544 -1.08145 -5.51513
H -9.18301 4.79164 -2.30323
H 0.22571 -7.56982 9.44661
H 1.93796 -0.00247 -6.35746
H -0.09335 -5.87413 9.40051
H 0.83388 5.25665 -0.39065
H 3.78358 4.43021 5.84797
H -9.62102 -1.35431 0.49857
H 5.35397 4.83934 -0.22365
H 0.14155 -6.96332 6.62932
H 7.10459 -0.00335 1.58506
H 3.38469 -6.88338 7.24356
H -0.10285 -5.89131 -7.44910
H -0.80460 5.23895 -1.00566
H 1.15801 -6.38085 10.32168
H 1.66296 -6.45838 6.03204
H -10.53956 -1.31823 3.47635
H -11.12459 -1.80704 1.99172
H 8.13273 4.02910 1.24549
H -1.26538 7.60642 -2.81659
H 5.36187 0.10044 0.95396
H 6.85252 1.50137 3.41035
H -1.78280 -4.49430 -8.58094
H -8.59611 -0.65768 1.83928
H -11.15623 -3.04911 3.20452
H -9.78742 4.94963 -4.54492
H -8.91053 -4.18886 3.46533
H 7.28689 3.18565 3.74059
H 0.53693 9.08395 -0.56775
H 0.60055 -5.24971 6.81083
H 8.29076 2.01316 2.75652
H 6.74373 5.84757 0.01007
H -2.49002 -7.61362 -6.58823
H -1.18985 -7.91687 -7.76582
H -1.99778 7.18756 -1.34331
H 0.42304 5.59834 -2.08190
H 4.73413 4.86601 2.94707
H -8.01999 -1.73855 0.64231
H 6.07758 2.10683 -0.22686
H 5.30174 3.71025 6.36379
H 3.29902 3.86036 3.14009
H 3.39306 1.53336 -7.03077
H -1.10004 -3.81445 -7.05885
H -9.23385 3.42628 -5.07349
H 4.56074 1.96808 2.40206
H 5.29433 5.09585 5.39758
H 6.70419 -0.02448 -0.16505
H 4.39220 3.20052 1.07276
H 7.77144 2.05575 0.45120
H -8.15679 3.30361 -2.63769
```

The LUMO energy is -0.0999 hartree. As for the gap between HOMO and LUMO: 7.7 eV. The total charge is +1. For the molar mass, the calculation gives 1175.99 u. The HOMO energy comes out at -0.382 Eh.



Record 2
The following is a quantum chemistry calculation of a molecular structure, C37H52N6O6PSiTeY at a distorted geometry, from the OMol25 dataset.

Structure (XYZ):
```
105
Properties=species:S:1:pos:R:3
Te -1.54671 -0.14404 2.97730
Y 0.13293 0.06872 0.18755
P 0.09653 1.49379 3.15493
Si 2.72233 -1.18999 -2.29660
O 1.39302 -0.86344 -1.43838
O -0.56580 2.94173 3.33778
O 3.02567 -2.29510 3.07637
O 1.18296 -1.56848 1.38179
O 0.95399 1.46306 1.89426
O 1.04746 1.42896 4.43065
N -0.97529 0.25693 -2.13608
N -3.04699 -0.31507 -0.11494
N -0.13119 -3.20410 0.41548
N 1.86256 1.90886 -0.63388
N -0.91768 2.48782 -0.33087
N -0.94066 -2.14034 0.05743
C 2.02039 0.98337 -3.99827
C -5.41155 0.00939 -0.32135
C 3.87079 -3.40579 -3.74208
C 6.39730 -0.11263 0.41452
C 0.22372 4.50119 5.02254
C 4.25047 -0.76212 -1.27514
C 2.68792 -3.00818 -2.86146
C -1.31747 1.59011 -2.63334
C 6.38774 0.32260 -0.90009
C 3.05246 1.67807 -6.04325
C 3.94333 0.62006 -5.91936
C -4.13044 0.44248 -0.00998
C 0.88105 -2.79922 1.13725
C 1.93412 0.29293 4.55733
C 3.53662 -4.57820 3.19395
C 1.56063 -5.18749 1.36553
C 2.88247 -0.09803 -3.85404
C -4.46934 -2.11671 -0.82716
C -2.09612 -2.51881 -0.34430
C 0.29645 4.07970 3.57466
C 5.34186 -0.87816 0.89281
C 1.75207 -3.84979 1.72602
C 3.86016 -0.24437 -4.84064
C 1.38335 -3.22417 -3.63510
C -5.57912 -1.29220 -0.76226
C 4.28705 -1.19468 0.05176
C 0.10303 3.54480 -0.29510
C 2.75729 -3.55078 2.65767
C 2.51578 0.29463 5.94635
C -1.79044 2.50465 -1.50935
C 1.33964 3.18688 -1.10676
C 3.32806 -5.88557 2.81132
C 5.32531 -0.00285 -1.73169
C 2.08762 1.86301 -5.06938
C -3.22167 -1.59571 -0.47680
C 2.66732 -3.90606 -1.62410
C 2.33475 -6.20027 1.88960
H -6.24913 0.68326 -0.21062
H 3.94494 -6.66905 3.23226
H 1.32913 -2.59027 -4.52391
H -3.97492 1.44925 0.36299
H -1.48240 2.59256 0.50653
H 0.51656 -3.01043 -3.00641
H 1.39474 2.69410 -5.14437
H -0.17520 -0.16682 -2.59765
H 0.79489 5.42025 5.16535
H -2.30296 -3.58189 -0.43852
H -0.07353 4.86899 2.91488
H 1.09718 3.10357 -2.16659
H -0.80886 4.69472 5.30974
H 3.19001 -0.55472 6.05377
H 2.70482 0.38264 3.78852
H 2.51787 -4.95020 -1.92247
H 3.60348 -3.85602 -1.06188
H 3.78604 -2.99508 -4.74843
H 3.11976 2.35605 -6.88423
H 4.82943 -3.09403 -3.31928
H -2.78080 2.18545 -1.19366
H 5.32730 -1.22843 1.91621
H 1.30692 -4.26545 -3.96606
H -0.31283 4.50096 -0.64266
H 3.90326 -4.49577 -3.84393
H -1.75110 -0.38307 -2.23012
H -1.90028 3.52587 -1.90115
H -0.44315 2.01692 -3.12289
H 5.33620 0.36097 -2.75250
H 3.08152 1.20644 6.13297
H 4.30489 -4.31333 3.90664
H 1.35337 -0.61349 4.36752
H 2.29669 2.04282 0.27445
H 0.63251 3.73286 5.67537
H 0.39185 3.66592 0.74901
H 2.46951 -1.70692 2.51220
H 2.16923 -7.22504 1.58762
H -4.55855 -3.15429 -1.11583
H -2.09725 1.55665 -3.40229
H 4.58990 -1.04135 -4.77031
H 7.22362 0.14384 1.06581
H 0.77871 -5.40662 0.65221
H 1.31631 3.83278 3.26902
H 3.46654 -1.78369 0.43849
H 2.06689 4.00464 -1.02700
H 1.28241 1.13840 -3.22371
H -6.55772 -1.67151 -1.02336
H 7.20872 0.91804 -1.28047
H 4.71107 0.47245 -6.66826
H 1.73122 0.20895 6.69639
H 1.84924 -3.63982 -0.95557
H 2.56728 1.52338 -1.25049
```

The LUMO energy is -0.0164 hartree. As for the gap between HOMO and LUMO: 7.1 eV. The calculation puts the energy above the lowest of the compared OMol25 structures with the same formula, charge and spin at 18.09 kcal per mole. The total charge is 0. For the molar mass, the calculation gives 952.42 u. The HOMO energy comes out at -0.277 Eh.